Below is one molecule with the formula C18H25NO, with properties calculated with ωB97M-V with the def2-TZVPD basis set.

```
45
Properties=species:S:1:pos:R:3:forces:R:3
C -1.9052 -2.6138 2.9494 -0.05 -0.09 -0.18
C -2.2544 -2.6737 1.4681 0.13 0.20 0.15
C -1.5034 -1.6026 0.6683 -0.15 -0.47 0.06
C -0.0167 -1.9506 0.5458 -0.22 0.57 -0.02
O 0.4443 -3.0521 0.7529 0.05 -0.51 0.14
N 0.7263 -0.9047 0.1250 0.24 0.28 -0.05
C 2.1604 -0.9515 -0.0160 0.20 -0.09 0.06
C 2.8381 0.0565 0.9258 -0.23 -0.03 -0.09
C 2.3898 1.4591 0.6174 0.27 -0.20 0.10
C 1.3884 2.0337 1.2719 -0.19 0.13 0.08
C 0.8707 3.4109 0.9887 0.09 0.17 -0.05
C 1.8379 4.2063 0.1171 -0.23 -0.07 -0.14
C 2.3178 3.3389 -1.0408 0.25 0.10 0.11
C 3.1158 2.1567 -0.4988 -0.21 0.17 -0.13
C -2.0541 -1.4639 -0.7285 -0.07 0.17 -0.04
C -1.9505 -2.5193 -1.6280 -0.02 0.01 0.02
C -2.4561 -2.4016 -2.9094 0.00 -0.06 -0.03
C -3.0710 -1.2270 -3.3109 -0.05 0.06 -0.09
C -3.1736 -0.1697 -2.4242 -0.06 0.07 -0.10
C -2.6656 -0.2877 -1.1420 0.01 -0.05 0.07
H -2.4520 -3.3774 3.4973 -0.01 -0.04 0.13
H -2.1593 -1.6417 3.3692 -0.03 0.09 0.08
H -0.8412 -2.7876 3.0881 0.10 -0.02 0.08
H -3.3289 -2.5297 1.3312 0.03 -0.01 -0.07
H -1.9856 -3.6551 1.0767 -0.06 0.01 -0.08
H -1.5942 -0.6418 1.1876 0.02 -0.02 -0.06
H 0.2960 -0.0011 0.0005 -0.11 -0.12 0.05
H 2.4314 -0.7371 -1.0559 0.05 -0.08 0.06
H 2.4688 -1.9702 0.2277 0.01 0.12 -0.11
H 3.9195 -0.0266 0.8058 0.07 -0.01 0.04
H 2.5810 -0.2026 1.9541 0.04 -0.04 0.01
H 0.8884 1.4997 2.0705 0.03 -0.19 0.10
H 0.6931 3.9348 1.9315 -0.07 -0.01 -0.03
H -0.0989 3.3278 0.4836 -0.04 0.08 0.06
H 1.3493 5.1081 -0.2565 0.05 0.04 0.05
H 2.6987 4.5119 0.7153 0.05 0.07 0.03
H 2.9360 3.9235 -1.7246 -0.05 -0.02 -0.06
H 1.4535 2.9714 -1.5991 -0.03 -0.01 -0.07
H 3.3278 1.4459 -1.3014 0.08 -0.04 0.01
H 4.0813 2.5084 -0.1195 0.07 -0.06 -0.05
H -1.4625 -3.4316 -1.3199 0.08 -0.13 0.04
H -2.3698 -3.2287 -3.5988 0.01 -0.07 -0.05
H -3.4675 -1.1360 -4.3114 -0.03 0.01 -0.08
H -3.6507 0.7501 -2.7305 -0.04 0.07 -0.03
H -2.7531 0.5421 -0.4533 0.00 0.06 0.09
```
Forces are in eV/Å.

Calculated values
- Energy relative to the best compared isomer or geometry (same formula, charge and spin): 12.88 kcal/mol
- HOMO level: -8.95 eV
- Spin multiplicity: 1
- Net charge: 0
- SMILES string: CC[C@@H](C(=O)NCCC1=CCCCC1)c1ccccc1


Below is one molecule with the formula C18H25NO4, with properties calculated with ωB97M-V with the def2-TZVPD basis set.

```
48
Properties=species:S:1:pos:R:3:forces:R:3
C -1.8430 0.5086 -6.4547 -0.25 -0.02 0.07
C -2.9932 0.7229 -5.4787 0.24 0.10 0.12
C -2.5317 1.4546 -4.2214 -0.37 -0.04 0.15
C -3.6901 1.6908 -3.2507 0.13 -0.19 -0.44
O -3.2906 2.3966 -2.0913 0.09 0.16 0.29
C -2.6295 1.7633 -1.0980 0.14 -0.01 0.28
C -2.2201 2.5804 -0.0360 -0.09 -0.03 -0.21
C -1.5541 2.0474 1.0401 0.06 -0.20 0.01
C -1.2783 0.6787 1.0941 -0.13 0.01 -0.24
C -0.5608 0.1500 2.2676 0.11 0.23 0.36
O -0.1280 0.8245 3.1708 -0.07 -0.12 -0.17
O -0.4239 -1.1945 2.2199 -0.09 -0.03 -0.28
C 0.2620 -1.8184 3.2922 0.25 -0.15 0.65
C 1.7213 -2.1655 2.9733 -0.59 0.22 -0.20
O 2.3391 -2.9458 3.6647 0.07 -0.24 0.36
N 2.2251 -1.5333 1.9027 -0.04 0.25 -0.32
C 3.5911 -1.6813 1.4516 0.11 -0.25 0.15
C 3.6336 -2.0963 -0.0280 -0.05 0.05 -0.03
C 3.7994 -0.7813 -0.7845 0.20 -0.10 -0.02
C 4.7876 -0.0158 0.0913 -0.06 0.09 -0.03
C 4.3453 -0.3350 1.5238 0.15 0.02 -0.02
C -1.6860 -0.1351 0.0411 0.13 0.13 0.30
C -2.3506 0.3970 -1.0458 -0.22 0.10 -0.35
H -1.0550 -0.0828 -5.9937 0.11 -0.06 0.01
H -2.1892 -0.0137 -7.3430 0.06 -0.05 -0.12
H -1.4200 1.4628 -6.7602 0.09 0.08 -0.06
H -3.7806 1.3024 -5.9650 -0.09 -0.03 -0.01
H -3.4187 -0.2442 -5.2003 -0.09 -0.01 -0.01
H -2.1042 2.4221 -4.4920 0.05 0.02 0.03
H -1.7491 0.8762 -3.7254 0.05 0.02 0.00
H -4.4381 2.3371 -3.7186 0.04 -0.14 0.05
H -4.1755 0.7443 -2.9836 0.00 0.09 0.01
H -2.4458 3.6335 -0.0898 -0.02 0.12 0.00
H -1.2350 2.6715 1.8607 0.02 0.07 0.06
H 0.2602 -1.1571 4.1677 0.02 -0.20 -0.16
H -0.2721 -2.7398 3.5337 0.13 0.11 -0.08
H 1.6397 -0.8989 1.3817 -0.07 -0.11 0.13
H 4.0321 -2.4388 2.1030 -0.05 0.12 -0.11
H 2.7386 -2.6471 -0.3141 0.03 -0.11 0.03
H 4.5001 -2.7339 -0.2037 0.05 -0.04 -0.04
H 4.1640 -0.9256 -1.8003 -0.08 0.04 -0.08
H 2.8479 -0.2479 -0.8339 -0.08 0.05 -0.05
H 5.7954 -0.3950 -0.0826 0.06 0.02 -0.05
H 4.7864 1.0540 -0.1108 0.10 0.04 -0.02
H 3.6677 0.4347 1.8959 0.02 0.00 0.05
H 5.1913 -0.3876 2.2058 -0.01 0.05 0.09
H -1.4796 -1.1936 0.0760 0.00 -0.07 -0.01
H -2.6520 -0.2634 -1.8434 -0.03 -0.02 -0.10
```
Forces are in eV/Å.

Calculated values
- Energy relative to the best compared isomer or geometry (same formula, charge and spin): 21.95 kcal/mol
- HOMO level: -8.94 eV
- Spin multiplicity: 1
- Net charge: 0
- SMILES string: CCCCOc1ccc(C(=O)OCC(=O)NC2CCCC2)cc1


Below is C18H26BiN4S as an isolated structure, with properties calculated with ωB97M-V with the def2-TZVPD basis set.

```
50
Properties=species:S:1:pos:R:3:forces:R:3
Bi 1.9265 -1.0302 -0.7468 0.13 0.31 0.25
C 3.2206 1.8378 -1.1232 0.06 -0.07 0.04
C 4.4606 1.1938 -0.5019 -0.10 -0.03 -0.02
N 4.2904 -0.2766 -0.4281 0.00 -0.11 0.01
C 4.6356 -0.9344 0.8589 -0.08 -0.01 -0.07
C 3.6643 -0.5385 1.9587 0.04 -0.01 -0.01
N 2.2190 -0.6747 1.5389 0.07 0.04 -0.11
C 1.3951 0.5385 1.8358 0.01 -0.02 -0.08
C 1.7945 1.6953 0.9300 0.03 -0.08 0.00
N 1.9622 1.2854 -0.5128 0.01 -0.11 0.02
H 3.1815 1.6451 -2.1972 -0.03 -0.02 0.01
H 3.2477 2.9186 -0.9833 -0.03 0.03 0.00
H 4.6633 1.5874 0.4925 -0.01 0.00 0.03
H 5.3244 1.4523 -1.1128 0.03 0.01 0.00
H 4.8420 -0.7195 -1.1602 0.05 0.05 0.01
H 5.6526 -0.7024 1.1790 0.03 0.04 -0.01
H 4.5986 -2.0164 0.6938 0.02 0.04 0.00
H 3.8242 0.4913 2.2726 -0.03 0.01 -0.01
H 3.8449 -1.1638 2.8320 -0.06 -0.01 0.02
H 1.8028 -1.4604 2.0394 0.01 0.01 0.01
H 1.5244 0.8326 2.8782 0.03 -0.02 0.03
H 0.3519 0.2607 1.7011 -0.02 0.00 0.00
H 2.7389 2.1232 1.2562 0.01 0.03 -0.01
H 1.0506 2.4878 1.0025 -0.04 -0.02 -0.05
H 1.1688 1.6379 -1.0483 0.02 0.04 0.02
N -0.2335 -0.8645 -0.5946 -0.46 -0.32 -0.20
S -1.4900 0.1943 -0.2970 0.15 0.16 0.10
C -2.4722 0.1902 -1.7848 0.10 -0.05 -0.01
C -3.7545 0.7161 -1.6681 -0.01 0.02 0.00
C -4.5283 0.8108 -2.8131 -0.04 -0.01 0.00
C -4.0261 0.3830 -4.0369 0.02 -0.01 -0.01
C -2.7399 -0.1324 -4.1308 -0.01 0.00 -0.01
C -1.9418 -0.2264 -2.9985 -0.03 0.05 0.01
C -2.5277 -0.5695 0.9019 0.12 -0.02 -0.12
C -2.6561 0.0800 2.1252 -0.03 0.02 0.04
C -3.4558 -0.5026 3.0982 -0.05 0.00 0.03
C -4.0979 -1.7063 2.8362 0.02 0.00 -0.02
C -3.9599 -2.3389 1.6003 -0.01 -0.01 -0.03
C -3.1761 -1.7696 0.6134 -0.05 0.01 0.07
H -0.6246 -1.7459 -0.9473 0.08 0.09 0.06
H -4.1509 1.0411 -0.7132 0.01 -0.02 -0.03
H -5.5295 1.2157 -2.7444 0.02 -0.02 -0.01
H -4.6425 0.4523 -4.9237 0.02 0.00 0.02
H -2.3532 -0.4615 -5.0863 -0.02 0.00 0.02
H -0.9360 -0.6181 -3.0782 -0.04 0.00 0.00
H -2.1839 1.0401 2.3052 0.01 -0.05 -0.02
H -3.5930 -0.0065 4.0502 0.00 -0.03 -0.02
H -4.7277 -2.1524 3.5954 0.02 0.01 -0.02
H -4.4811 -3.2664 1.4007 0.01 0.03 0.03
H -3.1030 -2.2330 -0.3645 0.01 0.02 0.02
```
Forces are in eV/Å.

Calculated values
- HOMO level: -17.42 eV
- Spin multiplicity: 1
- Net charge: +3


Below is C18H26BrIrN5O2PS4 as an isolated structure, with properties calculated with ωB97M-V with the def2-TZVPD basis set.

```
58
Properties=species:S:1:pos:R:3:forces:R:3
Ir 1.3679 0.0242 -0.1969 -0.17 0.17 -0.17
N 2.8087 3.0689 -1.7351 0.02 0.00 0.01
C 1.5350 3.1508 -1.4127 -0.05 -0.03 0.02
N 0.8370 2.2132 -0.7810 0.05 -0.14 -0.01
C -0.4571 2.6274 -0.5741 0.02 0.15 -0.05
C -0.7493 3.8946 -1.0602 -0.01 -0.02 -0.02
S 0.5974 4.5888 -1.8000 0.03 0.01 0.02
C -1.3545 1.7688 0.0959 0.05 -0.08 0.09
C -2.6689 2.0631 0.4519 -0.11 -0.04 -0.01
S -3.3717 0.7718 1.2753 0.01 0.05 0.03
C -1.8563 -0.1171 1.1296 -0.01 0.04 -0.06
N -0.9096 0.5358 0.4818 -0.12 -0.10 0.06
N -1.7307 -1.3320 1.6360 -0.01 0.00 -0.01
H 3.3409 2.2434 -1.4894 0.01 0.00 -0.02
H 3.2802 3.8100 -2.2320 0.00 0.00 0.00
H -1.6903 4.4219 -1.0104 0.01 -0.01 -0.01
H -3.2242 2.9703 0.2643 0.01 -0.01 -0.01
H -2.4809 -1.7829 2.1375 0.00 0.00 0.01
H -0.8628 -1.8338 1.5278 0.00 0.00 0.01
C 0.7735 -5.5833 0.3884 -0.02 0.03 -0.01
C 0.4516 -4.3729 -0.4386 -0.02 -0.07 -0.02
C -0.2307 -4.4721 -1.6575 0.00 0.00 0.03
C -0.5157 -3.3413 -2.3994 -0.03 -0.05 -0.03
C -0.1030 -2.1181 -1.9048 0.01 0.05 -0.01
Br -0.4160 -0.5385 -2.8906 0.08 -0.03 0.09
N 0.5435 -1.9911 -0.7503 0.00 0.05 0.02
C 0.8160 -3.1046 -0.0342 0.02 0.05 0.00
H -0.1351 -6.0006 0.8253 0.00 0.00 -0.01
H 1.4619 -5.3471 1.1984 -0.01 0.01 -0.01
H 1.2212 -6.3619 -0.2284 0.01 0.01 0.00
H -0.5337 -5.4446 -2.0273 0.00 0.01 0.00
H -1.0343 -3.3976 -3.3460 0.00 -0.02 0.01
H 1.3572 -2.9474 0.8922 0.02 0.00 -0.01
C 4.9721 1.6879 3.6694 0.00 0.02 -0.01
C 5.5271 2.0628 2.3193 0.00 -0.03 -0.02
C 6.9564 1.6625 2.0724 0.02 0.00 0.01
O 4.6536 1.4562 1.2130 0.03 0.04 0.08
P 4.1064 0.0271 1.0840 -0.22 -0.03 -0.09
S 3.5671 -0.1740 -0.9116 0.13 0.00 -0.02
S 2.2268 -0.1477 1.9697 0.23 0.02 0.08
O 5.1732 -0.9504 1.5802 0.03 -0.08 0.07
C 5.2706 -2.4427 1.7755 -0.03 0.02 -0.01
C 4.5165 -2.8214 3.0233 0.02 -0.02 0.03
C 4.8290 -3.1512 0.5211 -0.01 0.03 -0.02
H 5.5359 2.2283 4.4306 0.00 -0.01 0.00
H 5.0917 0.6224 3.8735 0.00 -0.01 0.00
H 3.9252 1.9740 3.7713 0.01 -0.01 0.00
H 5.3752 3.1192 2.1176 0.00 0.02 -0.02
H 7.1204 0.6055 2.2780 0.00 0.03 -0.01
H 7.5912 2.2398 2.7459 0.00 0.00 0.00
H 7.2621 1.8902 1.0524 0.00 -0.01 0.01
H 6.3408 -2.5558 1.9235 0.04 0.01 0.00
H 3.4378 -2.7137 2.8936 0.00 0.01 -0.01
H 4.8376 -2.2289 3.8788 -0.01 0.00 -0.01
H 4.7275 -3.8674 3.2488 0.00 0.00 0.00
H 3.7552 -3.0266 0.3558 0.00 -0.01 -0.01
H 5.0306 -4.2167 0.6320 0.00 0.00 0.02
H 5.3739 -2.8005 -0.3551 0.00 0.00 0.01
```
Forces are in eV/Å.

Calculated values
- Energy relative to the best compared isomer or geometry (same formula, charge and spin): 0.00 kcal/mol
- HOMO level (spin up / spin down): -15.91 / -17.39 eV
- Spin multiplicity: 6
- Net charge: +3
- ⟨S²⟩: 8.8028


Calculated total energy (computed, eV): -22610.235, -28752.789, -41695.835, -156120.849